{"formula": "C3H4N2O", "method": "wB97M-V/def2-TZVPD", "species": ["C", "C", "C", "H", "H", "H", "H", "N", "N", "O"], "positions_angstrom": [[0.04921, -0.08858, -0.74935], [-0.00880, -1.28392, 0.30872], [0.02533, 0.80721, 1.17856], [-0.73717, -2.11150, -0.01306], [0.75713, -1.93923, 0.47941], [-0.17015, 1.60093, 1.78806], [0.43632, 2.02880, -0.53198], [-0.16640, -0.39018, 1.53920], [-0.14794, 1.04042, -0.09805], [0.18998, -0.09236, -2.02976]], "forces_ev_per_a": [[1.081, -3.701, -7.452], [-3.022, 3.373, -0.815], [-2.288, -2.375, 2.362], [-0.224, 1.924, 0.836], [3.052, -0.808, 0.062], [0.367, 2.008, 2.249], [-2.672, -4.033, 1.269], [0.738, -2.537, 0.655], [3.362, 6.756, -4.031], [-0.395, -0.608, 4.863]], "smiles": "O=C1CN=CN1", "fmax_ev_per_a": 8.6, "orbital_gap_ev": 9.95, "homo_energy_ha": -0.3535, "total_energy_ha": -301.3826, "e_above_lowest_kj_mol": 274.8, "lumo_energy_ev": 0.3}